[1]
C31H33N14O3SZr | ωB97M-V with the def2-TZVPD basis set

XYZ file:
```
83
Properties=species:S:1:pos:R:3:forces:R:3
H -5.180652 1.805960 -0.820613 0.7 -0.2 0.6
H -6.085057 2.747824 2.215477 0.4 0.5 -0.8
H -3.990724 0.463667 -2.431273 -0.1 0.1 -0.3
N -0.202100 -3.903583 1.779549 0.4 0.2 -0.3
C 0.419918 -0.790944 4.554846 0.6 0.7 0.0
C -5.509240 3.351826 1.463927 0.0 -0.6 0.7
Zr 1.107241 0.303641 0.626159 0.9 -2.5 -1.8
H -3.527994 -2.198200 -0.118070 -0.3 0.1 -0.2
C 1.516415 2.089232 -2.059570 0.4 -0.3 0.7
C -0.702712 2.467952 1.874897 2.6 -0.8 -0.9
N -0.174695 -3.009104 -2.342268 0.1 -0.4 2.2
N 1.127038 -4.051497 1.915032 0.3 -0.3 0.6
H -5.248877 4.288661 1.963854 0.2 -0.1 0.0
H 4.054668 -1.375504 5.848370 -0.1 0.0 0.2
N 5.021459 -1.950114 0.707231 -0.8 0.2 0.1
C -3.173175 0.963484 -0.536132 -0.6 0.5 1.2
H 2.065412 -1.982069 7.368624 -0.2 0.3 -0.8
H 0.277939 -2.483026 -1.567008 -0.2 -0.4 -0.8
N 4.419683 -0.066870 -0.223178 0.5 -0.3 0.4
C 2.842185 -0.662658 4.309692 -0.8 0.2 1.0
S -1.121111 -0.517732 4.004551 -0.3 0.3 -0.6
O -0.842812 0.524993 -0.251240 -0.5 -0.1 0.7
H -0.174982 -1.722102 6.371620 -0.5 0.1 0.1
H 1.675043 3.091188 -2.487992 0.2 -0.2 0.1
C -4.275341 2.584427 0.997739 -0.4 -0.9 -0.4
H -0.757165 2.958053 2.801899 -0.5 1.3 1.1
C -1.105852 -4.022608 -1.924910 0.2 -1.0 -0.5
H 3.347701 2.039061 1.514591 -0.3 0.0 0.0
O 1.449296 0.136706 2.618431 0.4 0.2 1.2
H -3.239385 -3.769945 -2.174088 0.0 0.4 -0.1
H -0.610629 -4.634308 -1.157328 -0.1 0.3 -0.2
H -0.876432 -2.773453 -4.285140 -0.2 -0.5 -0.2
H -2.753781 -4.319010 -0.647706 0.0 0.2 0.4
H -1.853685 -1.841211 -0.107746 -0.3 -0.5 -0.8
C -1.900832 2.058638 1.249341 -1.4 -1.7 -0.2
N 3.304507 -0.552625 0.396104 0.0 -1.1 0.6
C 1.643585 -2.887831 1.570350 -0.5 0.6 -0.7
N -0.473558 -2.739304 1.328917 0.3 0.8 -0.6
C -3.403249 0.075826 -1.611721 1.3 -1.0 -0.9
H 0.699317 2.685137 -4.480556 0.2 0.5 0.0
H 3.521961 -3.440687 1.819993 0.0 0.0 0.3
C 0.031966 1.312538 -6.678987 0.1 1.1 0.1
C 2.879914 2.961354 1.139240 0.5 0.8 0.7
H 0.935970 1.833036 -7.095556 -0.8 -0.7 0.3
H -2.980899 -1.442973 -2.786255 -0.1 -0.2 0.5
N 0.705446 -2.034667 1.141071 -0.4 0.0 0.2
C 1.918556 -1.550740 6.360654 0.1 0.2 -0.3
H -6.157127 3.631456 0.636129 -0.1 -0.2 -0.1
C 2.868702 2.936432 -0.347720 -0.4 -1.0 -1.0
H -3.092473 2.998198 2.780889 0.0 0.0 -0.7
H 2.537643 3.860157 -0.823380 0.2 0.4 0.3
C 0.922175 1.173114 -2.956058 -0.5 -0.9 0.1
C 0.234722 0.789719 -5.291278 0.2 -0.1 0.5
N 1.965297 1.870825 -0.850030 -0.1 0.2 -0.5
C -3.108073 2.541448 1.777038 0.3 0.6 -0.4
C -1.917317 1.114988 0.145544 -0.1 0.8 0.3
C -4.280553 1.789078 -0.168343 0.1 0.8 0.4
O 1.010969 -0.714650 -1.485349 0.0 0.5 1.0
N 5.406680 -0.892113 -0.000458 -0.3 1.2 -0.7
C 0.627870 1.638611 -4.260604 -0.4 -0.6 -0.6
N 1.571144 -0.380008 3.898458 -0.3 -0.5 -1.8
C 3.029896 -1.179007 5.567785 0.5 -0.1 -0.7
C 0.671167 -1.365872 5.825610 0.7 -0.6 0.7
H 3.879213 2.678461 -0.708658 -0.3 0.2 0.2
N -2.914080 -1.137850 -1.812625 -1.2 1.1 -0.5
N 0.509625 2.307904 1.397996 -1.5 0.8 0.4
H 3.625297 -0.366849 3.633276 0.1 -0.1 -0.1
H 1.202853 4.275653 1.693492 0.1 0.0 -0.3
H -0.800597 2.030768 -6.707851 0.3 0.0 0.1
C 0.048085 -0.563754 -5.005004 0.5 0.0 -0.6
H -0.301087 0.497146 -7.279296 0.1 -0.5 -0.9
C -2.484797 -3.584181 -1.400192 -0.3 0.5 0.0
H 1.768733 3.144600 2.928953 -0.4 0.0 -0.3
H 3.582529 3.752423 1.424310 0.0 -0.1 0.2
C 0.250770 -1.082458 -3.695791 -1.0 0.3 -0.6
C 3.733136 -1.730307 0.925859 -0.3 1.3 -0.5
H -1.294384 -4.692040 -2.798841 0.2 0.3 0.6
C -2.676351 -2.164342 -0.797083 1.5 -0.4 1.0
N 2.988800 -2.591315 1.674123 0.0 -1.5 0.6
C 0.737938 -0.211390 -2.635821 0.5 0.3 -0.2
C -0.323259 -2.336244 -3.475934 0.6 1.1 0.1
C 1.559289 3.257160 1.847794 0.2 -1.0 0.7
H -0.182723 -1.316201 -5.811762 0.1 1.1 0.8
```
Forces are in eV/Å.

Computed properties:
HOMO (spin up / spin down) ... -0.1945 / -0.2714 Eh
Maximum force ... 3.2 eV/Å
Expectation value of S² ... 0.796
Spin multiplicity ... 2
Frontier orbital gap (spin up / spin down) ... 3.39 / 5.64 eV
Energy ... -71801.0680 eV

***

[2]
C31H33N6O3S | ωB97M-V with the def2-TZVPD basis set

XYZ file:
```
74
Properties=species:S:1:pos:R:3:forces:R:3
H 3.013526 1.036725 -5.686955 0.0 0.0 0.0
C 1.731891 -1.376860 -0.513867 1.2 -0.7 0.1
H 2.906583 4.262014 3.103600 0.0 0.0 0.0
H -0.250772 3.880211 -4.202000 0.0 0.0 0.0
H -3.334751 1.677423 5.876315 0.0 0.0 0.0
O 3.995109 0.021591 -0.600855 -0.6 0.2 1.1
C 3.808456 -0.012976 -7.385716 0.0 0.0 -0.2
C 2.554474 0.687764 4.329806 0.0 -0.1 0.0
H -7.927294 -1.117084 0.647774 -0.1 0.0 0.0
C 2.826786 3.247727 3.478142 -0.1 0.1 -0.2
C -0.936508 -1.537974 -0.008086 -0.5 -1.1 -0.1
N -5.971791 -1.723033 0.573666 0.0 -0.1 0.1
H 4.482807 -3.424837 -0.082203 0.1 0.5 -0.2
H -4.089652 -2.514518 0.523077 -0.2 -0.3 0.0
H -0.709711 -3.698100 -0.343404 -0.2 0.3 0.0
O -2.242580 -1.573006 0.263871 0.6 0.6 0.0
C -5.139153 -2.765209 0.621044 0.0 0.2 0.0
C -3.115790 1.464950 4.837647 0.0 0.0 0.0
C 3.862590 -0.874957 -5.167923 -0.1 0.1 0.0
N 0.090318 3.777942 -0.346382 -0.1 -0.2 -0.2
H 1.578607 0.606339 -0.212538 -0.3 0.1 0.1
C -1.939861 1.917553 4.260245 -0.1 0.0 0.0
H 2.099239 3.486602 -0.636543 0.0 0.0 0.0
H -0.799923 0.577712 0.230514 0.3 -0.1 -0.1
C 1.083531 3.663725 -2.531066 0.0 0.0 0.0
H 5.250901 -2.908887 -7.473199 0.0 0.0 0.1
H -2.252903 4.149357 -2.737824 0.0 0.0 0.0
C -4.007937 0.735081 4.065790 0.1 0.1 0.0
C -7.274855 -1.982054 0.692338 0.1 0.2 0.0
H 1.719649 -3.495270 -0.781742 -0.1 0.2 0.0
C 4.497360 -1.997793 -5.671689 0.0 0.0 0.0
H -2.500594 -0.671152 0.562119 -0.3 -0.2 0.2
H 4.037525 3.587832 5.220373 0.0 0.0 0.0
H 3.784301 1.233615 6.005442 0.0 0.0 0.0
H -4.833774 -4.883877 0.812620 0.0 0.0 0.0
C -3.682359 0.486521 2.743756 0.0 -0.1 -0.2
C 1.124418 -2.610740 -0.563971 -0.6 -0.2 0.1
C -1.092351 3.958493 -0.938960 0.0 0.0 0.2
H 2.417663 -0.341907 4.632873 0.0 0.0 0.0
C 4.228728 -2.472108 0.394784 -0.6 -0.1 0.4
H 3.647419 -0.794445 -4.113594 0.0 0.0 0.0
C -0.242373 -2.716090 -0.316595 0.6 0.1 0.0
C 3.509669 0.142367 -6.040338 0.0 -0.1 0.0
N 2.094606 2.419572 2.732239 0.1 -0.2 0.1
C 1.974891 1.165058 3.166023 0.0 0.1 -0.1
H -4.935156 0.365771 4.480902 0.0 0.0 0.0
C -5.554171 -4.077356 0.783318 -0.1 0.0 0.0
H 4.788759 -2.813675 -5.023733 0.0 0.0 0.0
C 1.151350 3.634685 -1.146217 0.0 -0.1 0.2
H -0.805987 1.954924 2.426765 0.0 0.1 0.1
C 3.311994 1.565097 5.089448 0.1 0.0 0.1
H 5.082307 -1.985473 0.876838 -0.1 -0.1 -0.3
H -7.278577 -5.334814 1.035751 0.0 0.0 0.0
C -1.709973 1.620999 2.928878 0.3 0.0 -0.4
H 1.374410 0.515888 2.533189 0.0 -0.1 0.1
H -4.349628 -0.084113 2.103759 -0.1 0.0 0.1
N 4.419874 -1.084668 -7.889151 0.0 0.0 0.2
C -0.258678 -0.344057 0.001096 -0.4 1.7 0.3
C 4.752883 -2.051286 -7.033820 0.0 0.0 -0.2
C -6.912253 -4.324182 0.906445 0.0 -0.1 0.0
O 3.700797 -1.801248 -2.139856 -0.3 -1.0 0.3
H 3.548842 0.755225 -8.106241 0.0 0.0 0.0
C -7.793999 -3.256661 0.861073 0.1 0.0 0.0
H -1.218261 2.487962 4.828571 0.0 0.0 -0.1
N -2.551924 0.918153 2.167327 -0.1 -0.4 0.0
H 3.473573 -2.700297 1.161105 0.2 0.3 -0.1
C -1.268886 4.001771 -2.314234 0.0 0.0 0.0
H -8.860552 -3.407881 0.953903 0.0 0.0 0.0
S 3.527967 -1.317089 -0.803608 0.7 0.5 -1.1
H -1.935752 4.074251 -0.266467 0.0 0.0 -0.1
C 3.454418 2.872747 4.656940 0.0 -0.1 0.0
N 1.048475 -0.271784 -0.238468 0.5 -0.4 -0.1
H 1.977323 3.542082 -3.128290 0.0 0.0 0.0
C -0.155283 3.851716 -3.123842 0.0 0.0 -0.1
```
Forces are in eV/Å.

Computed properties:
HOMO ... -0.4093 Eh
Maximum force ... 1.8 eV/Å
Total charge ... +1
Frontier orbital gap ... 6.71 eV
Energy ... -58592.7027 eV

***

[3]
C31H34AsN4O4SV | ωB97M-V with the def2-TZVPD basis set

XYZ file:
```
76
Properties=species:S:1:pos:R:3:forces:R:3
H 0.779211 -5.182663 -0.300062 0.0 -0.2 -0.1
H 0.429733 -1.451828 3.202003 0.0 0.1 0.2
C 0.068468 3.885247 -0.421602 0.2 0.0 0.0
H -1.528822 -1.536225 -0.521967 -0.1 0.0 -0.4
H 7.990212 0.575459 -0.939421 -0.1 0.0 0.0
C -1.924633 0.071886 -4.667219 -0.1 -0.1 0.0
C -2.671635 -0.078747 -2.378847 0.2 0.1 -0.2
H 0.325538 -1.696045 1.573163 -0.3 0.3 -0.6
C -1.067887 1.107927 -4.329864 0.0 0.0 0.0
H 1.702097 -2.033763 2.359591 0.8 0.0 0.1
H 5.997850 1.568014 -2.061538 0.0 -0.1 0.1
C -1.431998 -3.340686 2.322759 0.1 0.4 -0.1
C -0.580826 6.156069 -0.875462 0.0 0.0 0.0
As -1.672150 1.638005 -0.208854 -1.0 1.0 -0.2
N 0.694832 -2.066057 2.440182 -1.1 -1.1 0.4
H 5.472631 -1.267336 1.961860 0.0 0.0 0.1
H -1.887609 -4.294856 2.591913 0.0 0.0 0.0
H -1.900160 -2.577951 2.956175 0.0 -0.1 0.0
H -2.112830 -1.045460 0.901088 -0.3 0.3 0.1
O 2.985055 -0.968462 2.094806 0.3 0.1 0.3
C 0.721680 -4.480948 1.701794 0.2 0.3 0.0
C -1.013767 1.566385 -3.015739 -0.1 -0.2 0.0
C -1.906928 5.757879 -0.991413 0.0 0.1 0.0
C -4.722629 2.063218 2.541496 -0.1 0.0 0.0
C -3.420555 1.698323 0.555663 0.0 -0.2 0.1
H -0.313791 7.197630 -1.006297 0.0 -0.1 0.0
N 8.010826 -1.015991 1.194793 0.4 -0.2 0.2
H -1.509814 -5.058191 0.130072 0.0 0.1 -0.1
C 5.573415 -0.652700 1.081296 0.0 -0.1 0.2
C 6.988710 0.395922 -0.567486 0.2 0.1 -0.1
N 1.214829 -3.112278 -0.315874 0.0 0.1 0.4
H -6.699350 1.956974 -0.218123 0.1 0.0 0.1
C 6.811681 -0.398765 0.546521 0.4 -0.2 0.2
V 0.546795 0.620122 -0.199521 -2.1 1.8 -1.6
H 2.201708 -3.238072 -0.111381 0.1 0.0 0.0
S 1.381393 2.727247 -0.140423 -0.6 -0.7 0.0
H 1.159518 -3.126622 -1.324912 0.0 0.1 -0.2
O 7.813049 -1.793532 2.116979 0.0 0.6 -0.7
C 0.073793 -3.439591 2.619062 -0.3 -0.1 -0.5
H 0.249491 -3.720799 3.650596 0.0 0.0 0.2
C -1.746226 -3.066029 0.837845 0.7 0.3 0.2
H -3.390206 -1.338727 -3.957134 0.0 0.1 0.0
H -2.597229 1.845710 2.535941 0.2 0.0 0.2
C -5.798937 1.926262 0.386324 -0.1 0.0 0.0
C -1.026410 -4.092696 -0.045436 -0.2 0.2 -0.2
H -6.837836 2.266075 2.235310 0.1 0.0 0.0
H -4.514738 1.617113 -1.298543 0.0 0.0 -0.1
H -1.984660 -0.268384 -5.696813 0.0 0.0 0.2
C -5.875334 2.097642 1.765197 0.0 0.0 -0.1
C -1.828539 0.987308 -2.037764 0.2 -0.1 0.0
C -1.265178 3.496641 -0.509158 0.0 -0.1 0.0
H -4.783608 2.203670 3.615284 0.0 0.0 -0.1
H -2.677408 6.485815 -1.224058 0.1 -0.1 0.0
H -2.810895 -3.201999 0.678708 -0.2 0.0 0.1
C 3.141787 -0.385208 1.055778 -0.5 0.5 -1.2
C -4.567760 1.729777 -0.227051 -0.2 0.0 0.2
C 5.873434 0.945627 -1.182215 0.0 0.1 -0.1
C 0.466042 -4.271661 0.205660 -0.1 0.2 0.2
H -0.368483 2.394028 -2.767177 0.1 0.2 0.0
H 3.745945 1.115953 -1.161596 -0.1 0.1 0.0
C -2.249686 4.426071 -0.800984 0.0 0.1 0.0
H -3.284019 4.120198 -0.872316 -0.1 0.0 0.0
N -1.405297 -1.623315 0.474558 0.4 -0.9 0.4
H -3.317664 -0.526409 -1.640295 -0.1 -0.1 0.1
H 1.795645 -4.550647 1.906108 -0.1 0.0 0.0
C 0.409522 5.223093 -0.594737 0.1 0.1 0.0
C 4.461858 -0.097523 0.461453 -0.4 0.1 -0.1
O 2.025850 -0.005791 0.313201 4.4 -2.2 2.2
C -3.491588 1.860538 1.937736 -0.3 -0.1 -0.1
O 9.102458 -0.700535 0.755734 -0.8 -0.2 0.2
H 0.284554 -5.442871 1.975140 0.1 0.0 0.1
H 1.448359 5.527205 -0.512215 -0.1 0.0 0.0
C 4.610448 0.692484 -0.675732 0.1 0.1 -0.1
H -1.196567 -3.846442 -1.100880 0.0 -0.1 0.1
C -2.721840 -0.527259 -3.689771 0.1 0.0 -0.1
H -0.452900 1.575521 -5.091936 -0.1 0.0 0.1
```
Forces are in eV/Å.

Computed properties:
HOMO (spin up / spin down) ... -0.5140 / -0.5145 Eh
Maximum force ... 5.4 eV/Å
Expectation value of S² ... 2.168
Total charge ... +2
Spin multiplicity ... 3
Frontier orbital gap (spin up / spin down) ... 6.58 / 7.73 eV
Energy ... -144194.6145 eV